[1]
Molecular formula: C28H49LaN4O8S
Method: DFT, the ωB97M-V functional and the def2-TZVPD basis

Cartesian coordinates (Å):
La  -0.92  2.26  1.76
S  1.73  2.91  0.03
O  -2.94  2.02  0.37
O  0.52  6.60  -0.49
O  0.20  0.65  3.01
O  -1.10  1.11  -0.60
O  2.36  0.08  3.50
O  1.41  2.78  -1.38
O  0.71  3.78  0.67
O  1.74  1.63  0.73
N  -3.10  -1.05  1.76
N  0.34  -0.57  -1.57
N  -2.72  -1.06  -1.41
N  0.30  -1.81  1.23
C  5.48  4.37  -0.55
C  1.24  -2.62  0.36
C  6.08  4.13  0.73
C  7.55  4.17  0.84
C  1.11  6.76  -1.51
C  -4.95  -2.55  2.49
C  3.82  3.61  1.53
C  1.45  -2.57  -2.62
C  -0.99  -2.49  1.42
C  -4.39  -1.70  1.33
C  4.16  4.07  -0.79
C  1.03  -1.56  2.52
C  1.63  -1.30  -1.80
C  3.35  3.60  0.24
C  2.06  -3.86  0.90
C  -1.89  -1.22  -2.58
C  5.20  3.84  1.76
C  -3.23  0.33  -1.39
C  -5.41  -0.56  1.16
C  -5.08  -1.78  -2.05
C  1.20  -0.13  3.06
C  2.17  -1.68  -0.40
C  -1.99  -1.80  2.35
C  2.55  -0.32  -2.54
C  -4.09  -2.65  0.12
C  -2.40  1.21  -0.38
C  -0.63  -0.36  -2.67
C  -3.75  -2.11  -1.29
H  -2.98  0.83  -2.33
H  5.50  3.74  2.78
H  0.58  -2.13  3.33
H  3.35  -0.91  -2.99
H  -3.30  -2.97  -1.78
H  2.05  0.12  -3.40
H  8.08  3.39  0.25
H  -1.45  -1.09  3.00
H  -5.82  -1.44  -1.29
H  3.15  -3.62  0.89
H  7.93  5.11  0.47
H  -4.91  -1.03  -2.87
H  2.06  -1.96  2.44
H  -1.43  -2.61  0.45
H  0.66  6.51  -2.51
H  -0.84  -3.50  1.75
H  -5.43  -2.70  -2.46
H  -0.21  -0.88  -0.76
H  -5.99  -2.84  2.31
H  -0.17  -0.80  -3.61
H  -2.06  2.09  3.87
H  -1.58  -2.23  -2.66
H  0.64  0.35  -1.31
H  2.16  7.06  -1.40
H  2.22  -3.31  -2.35
H  1.59  -2.36  -3.66
H  -2.52  -1.03  -3.50
H  -0.76  0.69  -2.82
H  -4.89  -3.43  0.04
H  -5.06  0.22  0.51
H  3.15  -2.12  -0.58
H  -3.24  -3.20  0.47
H  2.41  -0.76  0.15
H  7.84  4.02  1.88
H  -6.37  -0.94  0.79
H  -4.43  -3.55  2.62
H  -3.34  -0.27  2.33
H  1.88  -4.72  0.24
H  -4.91  -2.00  3.41
H  3.74  4.12  -1.79
H  0.53  -3.04  -0.41
H  3.00  0.44  -1.88
H  6.07  4.75  -1.41
H  3.21  3.31  2.41
H  1.88  -4.20  1.94
H  -2.38  -2.56  3.05
H  -4.32  0.41  -1.22
H  0.49  -3.00  -2.39
H  -5.58  -0.14  2.16

Max |F| (eV Å⁻¹): 4.32
Multiplicity: 1
Kohn-Sham gap (eV): 7.28
Calculated total energy (eV): -63866.4140

[2]
Molecular formula: C2H4FNO4
Method: DFT, the ωB97M-V functional and the def2-TZVPD basis

Cartesian coordinates (Å):
F  2.37  -1.43  0.06
O  1.99  0.93  1.11
O  -2.16  -0.56  0.07
O  0.16  -1.55  -0.63
O  0.00  1.04  0.17
N  1.05  0.33  0.32
C  1.13  -0.92  -0.03
C  -1.89  0.36  -0.67
H  1.63  1.71  1.65
H  -1.15  0.18  -1.43
H  -0.71  -1.37  -0.17
H  -2.43  1.27  -0.45

Max |F| (eV Å⁻¹): 2.52
Structure (SMILES): [O-]/[N+](O)=C(\O)F.C=O
Multiplicity: 1
Kohn-Sham gap (eV): 9.51
Calculated total energy (eV): -14531.1714

[3]
Molecular formula: C4H12BO4S
Method: DFT, the ωB97M-V functional and the def2-TZVPD basis

Cartesian coordinates (Å):
S  -2.81  -0.44  -1.91
O  -0.03  1.41  -1.91
O  -0.59  -0.45  -3.39
O  1.33  -0.52  -2.04
O  0.41  -1.50  0.96
C  -2.01  0.00  -3.54
C  0.25  -0.28  1.68
C  1.42  0.65  1.40
C  0.11  -0.58  3.17
B  0.18  0.15  -2.47
H  -0.74  -1.25  3.35
H  1.01  -1.07  3.55
H  -3.20  0.76  -1.45
H  -1.98  1.09  -3.53
H  0.99  -1.30  -1.56
H  0.00  2.11  -2.58
H  1.31  1.60  1.92
H  -0.05  0.34  3.74
H  1.22  -1.92  1.27
H  2.36  0.18  1.72
H  -0.67  0.17  1.31
H  1.50  0.84  0.33

Max |F| (eV Å⁻¹): 1.09
Net charge: -1
Multiplicity: 1
Kohn-Sham gap (eV): 4.95
Calculated total energy (eV): -24046.3293

[4]
Molecular formula: C22H28Cl5N4O3RbS2
Method: DFT, the ωB97M-V functional and the def2-TZVPD basis

Cartesian coordinates (Å):
Rb  0.59  -0.18  0.61
Cl  4.04  0.87  0.72
Cl  4.00  6.69  -1.51
Cl  6.66  5.49  -0.38
Cl  1.37  4.97  -1.51
Cl  6.67  2.57  0.74
S  2.84  0.13  -3.27
S  -0.33  -0.46  3.87
O  1.11  -2.41  -1.12
O  1.74  2.29  -0.41
O  3.07  0.84  -4.57
N  -2.44  1.05  2.90
N  -2.06  -1.00  -0.60
N  -1.60  1.58  4.93
N  -2.28  0.38  1.73
C  -4.09  -0.07  -1.40
C  -2.51  2.69  5.07
C  -4.60  1.06  1.28
C  -3.92  2.27  5.50
C  2.89  -1.62  -3.63
C  0.34  -3.96  0.55
C  5.20  4.54  -0.39
C  -1.53  0.77  3.83
C  -3.91  -0.69  -2.62
C  2.85  4.32  -0.89
C  4.04  2.48  0.11
C  2.63  -4.15  -0.44
C  5.20  3.24  0.11
C  -1.88  -1.60  -1.78
C  1.08  0.18  -2.92
C  4.01  5.07  -0.89
C  0.62  -4.65  -1.84
C  2.79  2.97  -0.40
C  -3.29  0.40  0.93
C  1.17  -3.73  -0.73
C  -2.79  -1.47  -2.83
C  -3.14  -0.25  -0.39
H  3.24  -4.02  -1.35
H  0.56  0.04  -3.87
H  -0.95  -2.16  -1.87
H  -3.89  1.77  6.47
H  -2.08  3.38  5.80
H  2.46  -2.15  -2.76
H  2.29  -1.79  -4.52
H  -4.64  -0.55  -3.42
H  0.85  1.15  -2.48
H  0.33  -5.02  0.85
H  -4.57  3.14  5.57
H  -4.95  0.56  -1.24
H  2.71  -5.19  -0.11
H  0.70  -5.71  -1.59
H  -4.33  1.58  4.76
H  -4.70  1.09  2.36
H  -0.68  -3.62  0.38
H  -2.57  3.21  4.11
H  0.88  -0.66  -2.24
H  3.92  -1.90  -3.81
H  -2.60  -1.97  -3.77
H  -5.45  0.52  0.85
H  -0.95  1.35  5.66
H  0.76  -3.38  1.37
H  3.04  -3.50  0.33
H  -4.63  2.09  0.92
H  1.18  -4.47  -2.77
H  -0.43  -4.42  -2.02

Max |F| (eV Å⁻¹): 0.22
Net charge: -2
Multiplicity: 1
Kohn-Sham gap (eV): 6.37
Calculated total energy (eV): -120311.8170

[5]
Molecular formula: C19H25NO12S
Method: DFT, the ωB97M-V functional and the def2-TZVPD basis

Cartesian coordinates (Å):
S  0.35  -1.14  -4.10
O  1.43  -3.31  7.23
O  1.41  -0.98  -5.07
O  2.15  -1.44  2.98
O  -0.29  1.34  -6.17
O  -6.64  1.74  0.26
O  -0.40  -0.98  2.87
O  1.04  -0.57  -2.75
O  -1.10  -2.88  7.11
O  -1.41  1.14  0.62
O  -0.73  0.06  -4.33
O  -2.81  0.59  2.73
O  -5.26  2.25  -1.84
N  4.39  -0.80  -0.36
C  1.97  -2.40  5.12
C  1.09  -2.77  6.19
C  1.88  0.48  0.08
C  2.84  1.06  -0.96
C  -3.48  0.99  1.67
C  -0.05  -1.53  3.91
C  -4.57  1.86  -0.79
C  0.22  -0.60  -1.56
C  -4.82  1.13  1.65
C  -0.93  -1.90  4.98
C  -3.23  1.73  -0.76
C  3.95  0.10  -1.43
C  -2.61  1.29  0.47
C  -5.44  1.57  0.43
C  -0.40  -2.49  6.06
C  -0.21  1.31  -4.79
C  0.89  1.81  -6.81
C  1.44  -1.82  4.03
C  1.09  -0.77  -0.33
H  1.15  1.26  0.34
H  -2.61  1.94  -1.62
H  0.75  1.65  -7.88
H  -5.44  0.92  2.50
H  -0.45  -3.27  7.73
H  4.80  -0.28  0.40
H  -0.34  0.34  -1.51
H  2.44  0.27  0.99
H  1.76  1.24  -6.47
H  0.82  1.44  -4.45
H  3.58  -0.52  -2.25
H  1.52  -1.05  2.34
H  4.78  0.71  -1.84
H  5.11  -1.42  -0.70
H  -0.86  2.06  -4.33
H  3.02  -2.61  5.21
H  -1.99  -1.69  4.87
H  1.76  -1.62  -0.45
H  1.05  2.88  -6.63
H  0.38  -1.00  0.48
H  3.30  1.96  -0.54
H  -0.49  -1.43  -1.64
H  -1.87  0.49  2.50
H  -6.19  2.26  -1.56
H  2.27  1.38  -1.83

Max |F| (eV Å⁻¹): 0.25
Multiplicity: 1
Kohn-Sham gap (eV): 7.59
Calculated total energy (eV): -57001.8244

[6]
Molecular formula: C4H8O2
Method: DFT, the ωB97M-V functional and the def2-TZVPD basis

Cartesian coordinates (Å):
O  -1.91  -1.71  0.11
O  0.64  1.07  1.22
C  1.06  -0.22  1.08
C  0.39  0.37  -1.05
C  0.94  -0.72  -0.15
C  -0.04  1.41  -0.01
H  1.22  -1.71  -0.47
H  0.20  2.44  -0.26
H  1.17  0.75  -1.72
H  -1.12  1.34  0.19
H  -2.47  -0.93  0.23
H  -1.07  -1.45  0.52
H  -0.45  0.03  -1.67
H  1.46  -0.67  1.98

Max |F| (eV Å⁻¹): 0.28
Structure (SMILES): C1=COCC1.O
Multiplicity: 1
Kohn-Sham gap (eV): 9.64
Calculated total energy (eV): -8371.6895

[7]
Molecular formula: C9H8ClO3S
Method: DFT, the ωB97M-V functional and the def2-TZVPD basis

Cartesian coordinates (Å):
Cl  3.02  -0.51  0.00
S  0.21  0.50  -0.70
O  -0.16  0.40  -2.18
O  3.44  1.48  -2.76
O  2.80  2.40  -0.78
C  -2.27  -1.39  1.97
C  -3.68  -0.12  0.40
C  3.02  1.84  -1.76
C  -1.27  -0.05  0.23
C  -2.57  0.39  -0.21
C  1.19  -0.99  -0.16
C  -3.52  -0.98  1.50
C  1.09  -1.90  -1.40
C  -1.15  -0.98  1.24
H  1.72  -2.77  -1.21
H  -4.67  0.17  0.12
H  -4.39  -1.28  2.02
H  -0.24  -1.43  1.42
H  1.43  -1.39  -2.26
H  -2.73  1.02  -1.04
H  -0.04  -2.13  -1.49
H  -2.22  -2.17  2.71

Max |F| (eV Å⁻¹): 2.54
Net charge: -1
Multiplicity: 1
Kohn-Sham gap (eV): 6.42
Calculated total energy (eV): -38962.3206

[8]
Molecular formula: C15H22ClNO
Method: DFT, the ωB97M-V functional and the def2-TZVPD basis

Cartesian coordinates (Å):
Cl  0.24  -1.95  -2.26
O  1.49  0.69  1.09
N  -0.43  -0.40  0.52
C  -0.16  1.20  -1.99
C  0.63  -1.83  2.20
C  0.62  -3.01  2.92
C  -1.42  3.81  -0.62
C  0.16  5.10  0.92
C  0.48  0.61  0.43
C  1.07  0.62  -2.68
C  -0.38  -1.57  1.28
C  1.53  -0.72  -2.14
C  -0.39  -3.94  2.73
C  -1.39  -3.68  1.81
C  0.09  1.70  -0.56
C  -1.39  -2.51  1.09
C  -0.28  4.83  -0.51
C  -1.13  2.44  0.01
H  -2.30  4.22  -0.12
H  0.58  4.49  -1.10
H  -1.68  3.68  -1.67
H  1.41  -3.21  3.63
H  1.42  -1.11  2.35
H  -2.02  1.82  -0.11
H  0.63  4.22  1.36
H  1.82  -0.67  -1.09
H  -1.22  -0.36  -0.11
H  -2.17  -2.31  0.37
H  -0.62  5.76  -0.96
H  -0.96  0.46  -2.01
H  -0.70  5.37  1.53
H  0.85  0.51  -3.75
H  0.94  2.39  -0.58
H  -0.51  2.05  -2.59
H  -0.97  2.58  1.09
H  2.37  -1.10  -2.72
H  -0.39  -4.87  3.29
H  0.88  5.91  0.95
H  -2.18  -4.40  1.65
H  1.91  1.32  -2.58

Max |F| (eV Å⁻¹): 0.58
Structure (SMILES): CCCC[C@H](CCCCl)C(=O)Nc1ccccc1
Multiplicity: 1
Kohn-Sham gap (eV): 9.22
Calculated total energy (eV): -31973.2855